{"formula": "C51H56AsSb3Tl", "method": "ωB97M-V with the def2-TZVPD basis set", "energy_ha": -5104.89704, "charge": 3, "homo_lumo_gap_ha": [0.10358, 0.10356], "e_lumo_ev": [-11.80, -11.80], "homo_energy_ev": [-14.616, -14.616], "de_lowest_kj_mol": 249.4, "species": ["Tl", "C", "C", "C", "Sb", "C", "C", "C", "C", "C", "C", "C", "C", "C", "C", "C", "C", "Sb", "C", "C", "C", "C", "C", "C", "C", "C", "C", "C", "C", "C", "H", "H", "H", "H", "H", "H", "H", "H", "H", "H", "H", "H", "H", "H", "H", "H", "H", "H", "H", "H", "H", "H", "H", "H", "H", "H", "C", "C", "C", "C", "C", "C", "C", "Sb", "C", "C", "C", "C", "C", "C", "C", "C", "C", "C", "C", "C", "C", "C", "H", "H", "H", "H", "H", "H", "H", "H", "H", "H", "H", "H", "H", "H", "H", "H", "H", "H", "H", "H", "H", "C", "As", "C", "C", "H", "H", "H", "H", "H", "H", "H", "H", "H"], "xyz": [[0.80638, 0.01625, 0.66501], [-1.80305, -2.51959, -1.57102], [-0.98526, -3.76290, -1.86213], [0.20764, -3.45305, -2.74745], [1.64956, -2.06530, -1.81954], [2.34760, -3.22147, -0.13310], [2.99179, -2.56959, 0.91115], [3.51459, -3.29585, 1.96992], [3.38370, -4.67622, 1.99257], [2.73967, -5.32917, 0.95355], [2.22598, -4.60267, -0.10993], [3.34391, -2.27314, -3.14867], [3.39804, -1.55440, -4.33036], [4.46051, -1.76148, -5.19457], [5.45700, -2.66531, -4.86343], [5.40240, -3.35970, -3.66655], [4.34880, -3.15540, -2.79091], [-3.41876, -2.79108, -0.07095], [-2.20120, -2.06741, 1.60548], [-0.83961, -2.34042, 1.69503], [-0.11122, -1.96155, 2.82487], [-0.74538, -1.28060, 3.85536], [-2.09706, -0.98916, 3.75722], [-2.82177, -1.38737, 2.64556], [-3.28952, -4.95241, 0.28781], [-4.22076, -5.75704, -0.34243], [-4.16321, -7.13207, -0.16682], [-3.18509, -7.68346, 0.64437], [-2.26983, -6.86626, 1.28584], [-2.32908, -5.48837, 1.12552], [-2.27302, -2.15069, -2.48200], [-1.17088, -1.71762, -1.16768], [-1.60844, -4.49609, -2.38051], [-0.65469, -4.24307, -0.93707], [-0.10507, -2.96400, -3.66930], [0.76142, -4.35782, -3.00149], [3.14035, -1.48799, 0.88063], [4.03941, -2.79128, 2.76889], [3.79460, -5.24435, 2.81229], [2.64873, -6.40584, 0.96149], [1.75112, -5.12133, -0.93212], [2.62226, -0.84699, -4.59320], [4.51486, -1.20997, -6.11981], [6.28536, -2.82103, -5.53638], [6.18175, -4.05910, -3.40356], [4.30840, -3.69682, -1.85520], [-0.34758, -2.92948, 0.92968], [0.91788, -2.28575, 2.93204], [-0.19798, -1.02346, 4.75328], [-2.58778, -0.46667, 4.56374], [-3.88309, -1.18532, 2.60650], [-4.99215, -5.32928, -0.96886], [-4.89404, -7.76191, -0.65068], [-3.15253, -8.75232, 0.79694], [-1.51230, -7.28904, 1.93084], [-1.63226, -4.85858, 1.65970], [3.47504, -0.12055, 5.27473], [3.36962, 1.28195, 5.78270], [4.14856, 1.67314, 6.87135], [4.13705, 2.97550, 7.32641], [3.35265, 3.92858, 6.70093], [2.56964, 3.57263, 5.61507], [2.57835, 2.25414, 5.19640], [1.30479, 1.77944, 3.47700], [2.12382, 3.12451, 1.97774], [3.23158, 2.60528, 1.31088], [3.93717, 3.38599, 0.41436], [3.52182, 4.68628, 0.17176], [2.41139, 5.18806, 0.82185], [1.69476, 4.42686, 1.74650], [0.51390, 5.02489, 2.44087], [-0.84343, 2.12191, 3.62566], [-1.49230, 2.16989, 2.39843], [-2.86479, 2.31015, 2.34873], [-3.58179, 2.41307, 3.53324], [-2.92887, 2.35864, 4.74822], [-1.54636, 2.17554, 4.82363], [-0.89373, 2.06117, 6.16157], [3.60611, -0.81882, 6.09820], [4.34820, -0.20474, 4.62527], [2.58416, -0.40838, 4.70490], [4.77274, 0.93685, 7.34973], [4.75313, 3.25157, 8.16731], [3.34519, 4.94889, 7.05058], [1.96333, 4.31992, 5.12121], [3.57248, 1.59510, 1.52592], [4.81001, 2.99197, -0.08067], [4.07024, 5.30996, -0.51586], [2.09235, 6.19908, 0.62693], [0.72873, 6.04497, 2.75141], [0.22796, 4.44649, 3.32020], [-0.34465, 5.06256, 1.76891], [-0.92462, 2.13842, 1.46639], [-3.36935, 2.33349, 1.39574], [-4.65274, 2.52955, 3.50664], [-3.49484, 2.43151, 5.66517], [-1.56377, 1.57517, 6.86660], [-0.67788, 3.05246, 6.56042], [0.04243, 1.50186, 6.11888], [-2.18365, 3.04519, -1.53627], [-0.91246, 1.54359, -1.51930], [-1.13409, 0.91817, -3.37282], [0.76004, 2.55706, -1.78973], [-2.01331, 3.64341, -2.43148], [-2.06224, 3.67691, -0.65646], [-3.20691, 2.67043, -1.55257], [-1.12059, 1.76700, -4.05687], [-2.07893, 0.38904, -3.49539], [-0.31870, 0.24322, -3.63878], [0.61461, 3.25721, -2.61389], [1.58306, 1.88390, -2.05087], [1.04745, 3.12903, -0.90335]], "atomic_forces_ev_per_a": [[-0.219, -0.213, -0.113], [-0.456, -0.357, 0.551], [0.190, 0.352, 0.167], [-0.142, 0.268, 0.099], [0.526, -1.163, 0.450], [-0.259, 0.510, -0.506], [0.073, 0.170, -0.024], [0.029, 0.055, 0.088], [-0.019, -0.001, 0.007], [0.007, -0.064, 0.017], [-0.126, -0.099, -0.191], [-0.679, 0.486, 0.608], [-0.111, 0.178, -0.235], [-0.074, 0.074, -0.027], [0.061, 0.008, -0.021], [0.027, -0.097, 0.062], [0.027, -0.175, 0.271], [0.014, -0.247, 0.011], [-0.543, -0.322, -0.711], [0.383, 0.136, 0.011], [0.099, -0.143, 0.157], [0.095, -0.046, -0.057], [0.082, 0.022, 0.173], [0.005, -0.048, -0.079], [0.176, 1.601, -0.059], [-0.056, -0.155, -0.189], [-0.092, 0.049, 0.005], [-0.035, -0.136, 0.008], [0.146, 0.134, 0.201], [0.131, -0.406, -0.050], [-0.022, 0.088, -0.018], [-0.025, 0.100, 0.013], [0.017, -0.086, 0.008], [-0.034, -0.076, -0.020], [0.082, 0.012, -0.085], [0.386, 0.166, -0.019], [0.081, -0.131, 0.026], [0.040, 0.032, 0.043], [0.041, -0.051, 0.086], [-0.011, -0.048, 0.004], [-0.049, -0.095, 0.005], [-0.009, 0.042, -0.043], [-0.019, 0.034, -0.112], [0.085, -0.013, -0.070], [0.053, -0.056, -0.005], [0.074, -0.008, 0.028], [0.070, -0.078, -0.057], [0.083, 0.063, -0.042], [0.021, 0.001, 0.096], [-0.101, 0.005, 0.077], [-0.097, 0.030, -0.015], [-0.059, 0.013, -0.045], [-0.034, -0.086, -0.034], [0.029, -0.060, -0.028], [-0.010, -0.103, 0.050], [0.082, 0.032, 0.040], [0.106, 0.044, 0.010], [-0.043, -0.184, -0.010], [-0.100, 0.006, -0.106], [0.058, -0.017, 0.047], [-0.071, 0.081, -0.082], [-0.337, 0.276, -0.318], [-0.105, -0.796, -0.273], [-0.584, 1.408, -0.841], [-0.221, -0.524, 0.385], [0.105, -0.182, 0.049], [0.034, -0.165, -0.009], [-0.076, 0.013, 0.011], [0.016, -0.063, 0.020], [-0.112, -0.044, 0.099], [-0.069, 0.107, 0.075], [0.879, -0.358, -0.065], [0.102, 0.126, -0.334], [0.236, -0.019, -0.186], [-0.025, 0.018, 0.076], [0.114, 0.010, -0.051], [0.073, -0.027, 0.175], [0.039, 0.023, 0.119], [-0.070, -0.110, -0.044], [-0.018, -0.106, -0.070], [-0.045, -0.113, -0.019], [0.119, -0.116, 0.101], [0.055, 0.045, 0.101], [-0.026, 0.106, 0.009], [-0.051, 0.114, -0.012], [0.078, 0.014, -0.063], [0.115, -0.062, -0.042], [0.052, 0.072, -0.091], [-0.059, 0.197, -0.011], [-0.023, 0.059, 0.041], [-0.076, 0.175, -0.026], [-0.095, 0.017, 0.051], [-0.108, -0.012, 0.122], [-0.083, 0.054, -0.102], [-0.163, 0.006, -0.006], [-0.044, 0.009, 0.104], [0.049, -0.069, 0.074], [0.087, 0.053, 0.066], [-0.028, -0.011, 0.101], [-0.120, -0.220, 0.298], [0.483, 0.655, -0.487], [-0.056, -0.377, 0.249], [-0.059, -0.033, -0.014], [0.116, -0.097, -0.002], [0.083, -0.061, 0.002], [0.057, -0.050, -0.010], [0.071, 0.112, 0.184], [0.038, 0.018, 0.097], [-0.025, 0.018, 0.039], [0.008, -0.052, 0.006], [-0.118, 0.026, 0.026], [-0.099, -0.086, 0.034]], "lowdin_charge": [0.68, -0.42, -0.37, -0.29, 1.54, -0.42, -0.20, -0.07, -0.04, -0.04, -0.11, -0.37, -0.13, -0.05, -0.04, -0.05, -0.11, 1.50, -0.38, -0.22, -0.17, -0.10, -0.06, -0.11, -0.40, -0.14, -0.06, -0.06, -0.07, -0.14, 0.05, -0.04, 0.13, 0.08, 0.07, 0.08, 0.05, 0.11, 0.12, 0.12, 0.11, 0.10, 0.12, 0.12, 0.12, 0.09, 0.08, 0.10, 0.11, 0.12, 0.10, 0.09, 0.12, 0.12, 0.11, 0.08, -0.05, -0.31, -0.01, -0.02, -0.04, -0.10, -0.29, 1.71, -0.35, -0.18, -0.06, -0.03, -0.02, -0.30, -0.04, -0.33, -0.18, -0.05, -0.02, -0.01, -0.31, -0.03, 0.10, 0.10, 0.03, 0.13, 0.13, 0.13, 0.11, 0.08, 0.12, 0.12, 0.13, 0.10, 0.04, 0.09, 0.03, 0.11, 0.13, 0.14, 0.10, 0.10, 0.06, -0.28, 1.02, -0.27, -0.31, 0.05, 0.02, 0.04, 0.05, 0.03, 0.01, 0.05, 0.02, 0.01]}